A cluster of 7 separate species, H14O7 in total. Source: OMol25; level of theory: ωB97M-V/def2-TZVPD.

Values from the calculation:
**Molecular weight**: 126.105 Da
**Energy above the lowest of the compared OMol25 structures with the same formula, charge and spin**: 53.4 kcal/mol
**Total charge**: 0
**Calculated total energy**: -14559.1468 eV
**Multiplicity**: 1
**SMILES**: O.O.O.O.O.O.O

Atoms and positions in Å:
O (10.8785, -11.2028, 13.9065)
H (10.0674, -10.7349, 14.1047)
H (10.8246, -11.3901, 12.9693)
O (9.9764, -16.8455, 12.0775)
H (9.9916, -16.2043, 11.3669)
H (10.8854, -16.8978, 12.3730)
O (12.6711, -17.1879, 5.2047)
H (13.2671, -16.5001, 4.9079)
H (12.9618, -17.3901, 6.0940)
O (15.5177, -15.5042, 9.2375)
H (16.2761, -15.8999, 8.8078)
H (15.7842, -14.6013, 9.4110)
O (3.8824, -12.1010, 7.2989)
H (2.9700, -12.0747, 7.0106)
H (4.3429, -12.5600, 6.5964)
O (6.3475, -7.5516, 6.9509)
H (5.7614, -8.3071, 6.9062)
H (5.7643, -6.7932, 6.9195)
O (9.5526, -13.4492, 8.4524)
H (9.0114, -12.9854, 7.8135)
H (10.2046, -13.9105, 7.9249)

=====

A cluster of 7 separate species, H14O7 in total at a distorted geometry. Source: OMol25; level of theory: ωB97M-V/def2-TZVPD.

Values from the calculation:
**Molecular weight**: 126.105 Da
**Energy above the lowest of the compared OMol25 structures with the same formula, charge and spin**: 139.9 kcal/mol
**Total charge**: 0
**Calculated total energy**: -14555.3936 eV
**Multiplicity**: 1

Atoms and positions in Å:
O (-0.8110, 1.9511, 0.3494)
H (-1.6120, 1.9301, -0.2056)
H (-0.5360, 0.9461, 0.2834)
H (-1.1120, 2.2881, 1.3424)
O (0.0560, -0.6209, 0.0384)
H (0.7470, 0.1091, 0.2814)
O (-1.1050, -0.8719, 2.4684)
H (-0.7920, -0.6799, 1.6254)
H (-1.8980, -0.8949, 2.1694)
O (-1.2860, -2.7329, -1.3066)
H (-1.8480, -2.2019, -1.8546)
H (-0.8820, -1.9629, -0.8376)
O (-0.5220, 0.4171, -2.3776)
H (-0.3960, 1.3451, -2.3346)
H (-0.2560, -0.1009, -1.6196)
O (1.7740, -2.5449, 0.9514)
H (1.2990, -1.8759, 0.4874)
H (1.6350, -2.4559, 2.0294)
O (2.6440, 2.3711, -0.4886)
H (2.2030, 2.7041, 0.2734)
H (2.6990, 2.8811, -1.2756)

=====

| no. | orbital gap (eV) |
| --- | --- |
| 1 | 11.63 |
| 2 | 8.08 |